Entry 1:
Molecular formula: C28H18N2O9PdS3
Method: DFT, ωB97M-V with the def2-TZVPD basis set

Geometry as XYZ:
```
61
Properties=species:S:1:pos:R:3:forces:R:3:nbo_charge:R:1
Pd 0.4414 0.2879 0.0274 -0.0370 -1.3102 -2.4700 0.8525
C 4.5576 -0.2746 -0.9838 -0.2495 0.0674 -0.0136 -0.1807
C 4.9848 1.0473 -1.0516 0.1944 0.0427 -0.0232 -0.2627
C 4.0745 2.0798 -0.9246 -0.2063 0.1924 0.0056 -0.2056
C 2.7225 1.7953 -0.7174 0.5229 -0.5586 -0.1265 -0.0928
C 2.3003 0.4591 -0.6425 -0.8922 0.3887 0.7679 -0.0246
C 3.2142 -0.5689 -0.7772 0.2855 -0.2597 -0.1207 -0.2555
C 1.6771 2.7805 -0.5352 -0.9412 -0.3284 -0.1513 0.2291
C 1.9098 4.1599 -0.4035 0.1754 0.5782 0.0180 -0.2508
C 0.8761 5.0266 -0.2224 0.0615 -0.3005 -0.0023 -0.1213
C -0.4438 4.5289 -0.2176 0.1759 -0.3190 -0.0662 -0.1282
C -1.5624 5.3630 -0.0565 -0.4676 0.1230 0.0615 -0.1927
C -2.8340 4.8445 -0.0655 0.3499 0.3260 0.0265 -0.2240
C -3.0166 3.4714 -0.2769 0.1683 -0.3000 -0.0810 -0.1872
C -1.9422 2.6353 -0.4557 -0.3611 -0.0072 0.0228 -0.2102
C -0.6277 3.1292 -0.3855 -0.1969 0.4757 -0.0315 0.2651
N 0.4315 2.2754 -0.5031 0.7544 0.4866 0.2594 -0.4401
H 5.2759 -1.0820 -1.0606 0.0061 -0.0060 -0.0173 0.1998
H 6.0370 1.2740 -1.1821 -0.0114 -0.0083 -0.0335 0.1927
H 4.4173 3.1082 -0.9715 0.0361 -0.0282 0.0027 0.1875
H 2.8974 -1.5980 -0.6793 -0.0543 0.0383 0.0940 0.2546
H 2.9279 4.5244 -0.4168 0.0004 -0.0487 0.0198 0.2104
H 1.0478 6.0868 -0.0783 0.0241 0.0157 -0.0134 0.2016
H -1.4036 6.4265 0.0873 0.0302 -0.0095 0.0006 0.1938
H -3.6843 5.4976 0.0862 -0.0252 -0.0158 -0.0068 0.2005
H -4.0104 3.0433 -0.2850 -0.0061 -0.0076 0.0004 0.2252
H -2.0982 1.5762 -0.5987 0.0179 0.0329 0.0469 0.2879
O -3.0290 -1.9881 1.0463 0.1849 0.0377 0.0656 -0.9532
S -2.7253 -0.6058 1.2970 -0.2781 -0.3267 0.0546 2.4240
O -3.8865 0.2649 1.4328 0.1331 0.1232 0.0046 -1.0237
O -1.7603 -0.0634 0.2991 -0.0423 0.1656 0.0417 -1.0785
C -1.7552 -0.4245 2.8837 -0.3214 0.0270 -0.6508 -0.2627
C -2.0400 0.9309 3.4901 -0.0262 0.1434 0.0750 -0.2014
C -1.4435 1.2350 4.6336 0.2156 -0.0884 -0.0904 -0.1526
C 0.8557 0.0687 4.4396 -0.3871 0.1128 -0.5986 -0.4665
C 1.1590 -1.3258 3.9700 -0.1961 -0.3092 0.1992 -0.1295
C 0.4696 -1.6562 2.8747 0.2630 -0.0976 -0.5951 -0.1376
S 1.0404 -2.6929 1.4940 0.2761 -0.5411 0.6081 2.4163
O 0.3325 -3.9473 1.4789 -0.1392 0.1802 -0.0181 -0.9646
O 2.4738 -2.8213 1.6988 -0.0945 0.1304 -0.0716 -1.0075
O 0.6918 -1.8346 0.3361 0.0893 0.1402 -0.2969 -1.0062
H -2.7344 1.5729 2.9691 0.0314 0.0451 0.0367 0.2462
H -1.5990 2.1837 5.1359 -0.0041 0.0170 -0.0186 0.2004
H 1.6916 0.5303 4.9605 -0.0345 0.0967 0.0242 0.2374
H 1.9489 -1.9365 4.3810 0.0957 0.0720 -0.0808 0.2382
O -2.8237 -2.3692 3.9202 0.0932 0.2085 -0.0984 -0.5983
C -2.0462 -1.4337 4.0475 -0.0925 -0.5020 0.3055 0.5270
N -0.3531 -0.5871 2.4003 0.1514 0.8402 0.6150 -0.7228
S 0.7070 0.7091 2.6943 1.0522 0.4415 1.9104 2.2715
O 0.1946 2.0293 2.4394 -0.2681 -0.1584 0.1078 -0.9322
O 2.0034 0.4613 2.1023 0.0618 0.0584 0.1833 -0.9587
C -0.5275 0.2009 5.2719 -0.1370 -0.1971 0.1487 -0.1229
C -0.1335 0.5573 6.6845 0.0164 0.0244 -0.0763 -0.2952
C -0.1790 -0.3338 7.6999 -0.0516 0.0275 -0.1607 -0.1925
C -0.7584 -1.6277 7.5512 0.0761 -0.2607 0.2155 -0.4496
C -1.3561 -1.9425 6.3478 0.0777 0.1145 -0.0205 -0.1135
C -1.3185 -1.1021 5.2427 -0.0150 0.1672 0.0179 -0.2675
H 0.2893 1.5508 6.8216 -0.0321 -0.0095 0.0736 0.1768
H 0.2109 -0.0453 8.6733 -0.0302 0.0638 -0.0011 0.1805
H -0.7883 -2.3092 8.3933 -0.0273 0.0050 -0.0362 0.1820
H -1.9097 -2.8687 6.2342 0.0049 -0.0112 -0.0420 0.2127
```
Positions in Å, forces in eV/Å.

Properties
* HOMO level: -0.7 eV
* E_LUMO: 3.8 eV
* largest force on an atom: 2.80 eV Å⁻¹
* energy relative to the best compared isomer or geometry (same formula, charge and spin): 490.3 kJ/mol
* frontier orbital gap: 0.1668 hartree
* E: -86719.349 eV
* total charge: -2

---

Entry 2:
Molecular formula: C28H19CdN3O2S2
Method: DFT, ωB97M-V with the def2-TZVPD basis set

Geometry as XYZ:
```
55
Properties=species:S:1:pos:R:3:forces:R:3:nbo_charge:R:1
Cd 1.0089 0.4048 -0.1553 -0.3216 -0.0657 0.0062 1.5071
O -0.2012 1.4043 -3.8407 -0.0186 -0.0152 -0.0938 -0.9586
S -0.3860 1.9108 -2.5068 0.0452 -0.0055 0.0464 2.3234
O 0.7046 2.6393 -1.8915 0.0484 -0.0405 -0.0975 -0.9871
N -0.7492 0.7801 -1.4349 0.0962 -0.2536 -0.1538 -1.0981
C -1.7487 -0.1696 -1.6270 0.3376 0.2839 0.1167 0.1535
C -2.6258 -0.2597 -2.6820 -0.0501 0.0088 -0.0732 -0.2594
C -3.6240 -1.2589 -2.7103 0.0566 0.0832 -0.0481 -0.1742
C -3.7616 -2.1609 -1.6984 0.0052 -0.0312 0.0130 -0.2241
C -2.8805 -2.0953 -0.5930 -0.0249 -0.0206 0.0393 -0.0983
C -2.9749 -2.9634 0.5160 -0.0363 -0.0612 0.0075 -0.1179
C -2.1216 -2.8190 1.5700 -0.0060 -0.0021 0.0806 -0.2751
C -1.1363 -1.8167 1.5074 0.0399 0.1008 0.0481 0.0704
N -0.9933 -1.0119 0.4825 0.0823 -0.0125 -0.0651 -0.5272
C -1.8686 -1.1158 -0.5607 0.0428 -0.0078 0.1346 0.1893
C -1.7734 3.0031 -2.5546 -0.0991 0.0856 0.1129 -0.2646
C -2.2037 3.4910 -3.7782 -0.0378 -0.0152 0.0248 -0.2157
C -3.2479 4.4058 -3.8082 -0.0379 0.0195 0.0197 -0.2111
C -3.8483 4.8147 -2.6260 -0.0015 -0.0141 0.0205 -0.1948
C -3.4109 4.3133 -1.4033 -0.0190 0.0183 -0.0322 -0.2111
C -2.3666 3.4052 -1.3609 0.0109 -0.0058 -0.1816 -0.2094
H -2.5448 0.4345 -3.5072 -0.0084 -0.0407 0.0022 0.2339
H -4.2926 -1.3022 -3.5612 0.0234 0.0307 0.0044 0.2172
H -4.5317 -2.9220 -1.7239 0.0189 0.0160 0.0228 0.2123
H -3.7399 -3.7323 0.5220 0.0176 0.0302 -0.0106 0.2186
H -2.1840 -3.4570 2.4414 0.0227 0.0252 -0.0133 0.2280
H -0.4505 -1.6685 2.3336 0.0446 -0.0978 -0.0402 0.2050
H -1.7224 3.1498 -4.6864 -0.0168 0.0210 0.0527 0.2460
H -3.5931 4.7981 -4.7567 0.0077 -0.0120 0.0273 0.2177
H -4.6650 5.5261 -2.6544 0.0310 -0.0226 0.0038 0.2154
H -3.8843 4.6347 -0.4837 0.0088 -0.0116 -0.0327 0.2173
H -2.0105 3.0024 -0.4215 0.0039 0.0106 -0.0116 0.2322
S 3.8134 -1.1640 3.6608 -0.0011 0.1893 -0.0314 0.3859
C 2.9373 -2.6414 3.4783 0.0341 -0.0378 0.0784 -0.2563
C 2.9369 -3.7654 4.3015 -0.0046 -0.0266 -0.0385 -0.1991
C 2.2029 -4.8661 3.9014 0.0327 0.0564 0.0083 -0.2131
C 1.5002 -4.8516 2.6907 -0.0046 0.0294 -0.0042 -0.2163
C 1.5005 -3.7322 1.8821 -0.0558 -0.0121 -0.0803 -0.2331
C 2.2041 -2.5974 2.2896 -0.0330 0.0960 -0.1050 0.1768
N 2.3024 -1.4014 1.5821 0.0279 -0.2502 0.0203 -0.5225
C 3.1261 -0.5825 2.1534 0.1630 0.1444 0.1098 0.0963
C 3.5632 0.7053 1.5572 -0.0229 -0.3162 0.0488 -0.0726
C 4.6679 1.3831 2.0735 0.0859 -0.1135 0.0354 -0.2199
C 5.1847 2.4822 1.4094 -0.0308 -0.0129 -0.0519 -0.2192
C 4.6053 2.8922 0.2155 0.0261 0.0052 0.0290 -0.1977
C 3.4801 2.2399 -0.2753 -0.0150 0.0887 0.2197 -0.2289
C 2.9247 1.1540 0.4010 -0.3038 0.1283 -0.1466 -0.4998
H 3.5115 -3.7811 5.2187 -0.0254 -0.0046 -0.0098 0.2218
H 2.1900 -5.7551 4.5193 -0.0006 0.0304 -0.0152 0.2184
H 0.9579 -5.7357 2.3792 0.0204 0.0268 0.0008 0.2179
H 0.9901 -3.7337 0.9277 -0.0589 0.0449 0.0264 0.2278
H 5.1520 1.0382 2.9808 -0.0058 -0.0139 -0.0095 0.2100
H 6.0467 3.0006 1.8102 -0.0250 -0.0108 -0.0073 0.2140
H 5.0156 3.7368 -0.3264 0.0031 -0.0327 0.0265 0.2137
H 3.0143 2.6107 -1.1773 -0.0713 -0.0069 -0.0335 0.2351
```
Positions in Å, forces in eV/Å.

Properties
* HOMO level: -8.0 eV
* E_LUMO: -0.1 eV
* largest force on an atom: 0.46 eV Å⁻¹
* energy relative to the best compared isomer or geometry (same formula, charge and spin): 14.2 kJ/mol
* frontier orbital gap: 0.2924 hartree
* E: -64145.405 eV
* total charge: 0

---

Entry 3:
Molecular formula: C28H19ClN6O4PtS6
Method: DFT, ωB97M-V with the def2-TZVPD basis set

Geometry as XYZ:
```
65
Properties=species:S:1:pos:R:3:forces:R:3:nbo_charge:R:1
Pt -0.1044 0.0236 0.1050 -1.0370 0.7833 -0.8981 1.2412
S 6.1397 0.3567 3.4997 0.0360 0.0067 0.0253 -0.0251
C 4.7095 0.3998 2.7185 -0.0726 -0.0170 -0.0526 -0.5693
S 4.5572 0.3864 0.9873 0.0596 -0.0127 -0.0586 0.4862
C 2.8202 0.4988 0.9185 -0.0689 -0.0497 0.3054 -0.4282
C 2.1819 0.5171 2.0989 0.2270 0.0718 -0.2375 -0.4424
S 0.4496 0.6631 2.1944 -0.1098 -0.0160 0.6094 0.0352
S 3.1717 0.4179 3.5267 -0.0216 0.0127 0.1154 0.4756
S 1.9831 0.5090 -0.6041 0.4943 0.1896 -0.4222 0.1020
N -2.9716 3.2613 0.1080 0.0891 0.0121 -0.1869 -0.5675
C -2.4796 4.4968 -0.3780 -0.0401 0.0643 0.0262 0.0956
C -3.2727 5.6255 -0.2790 -0.0368 -0.0163 0.0336 -0.2124
C -2.8094 6.8499 -0.7431 -0.0121 0.0140 0.0009 -0.1956
C -1.5479 6.9401 -1.3031 -0.0017 0.0020 -0.0034 -0.1973
C -0.7531 5.8043 -1.3983 0.0912 0.0067 -0.0232 -0.2260
C -1.2148 4.5821 -0.9425 -0.0814 -0.0499 0.0126 -0.1418
S -0.1639 3.1690 -1.1177 0.2041 0.0674 -0.0937 0.5348
N -1.0785 1.9673 -0.3450 0.6702 -0.6261 0.5317 -0.6538
C -2.2625 2.1112 0.1231 -0.2330 -0.0309 -0.0409 0.4490
C -2.9039 0.9077 0.7250 0.1138 0.1354 -0.0684 0.1592
C -4.2125 0.8555 1.1528 -0.0894 -0.0256 0.0632 -0.2149
C -4.6789 -0.3106 1.7537 0.0076 0.0949 -0.0265 -0.1250
C -3.8157 -1.3702 1.9252 0.0459 -0.1040 -0.0115 -0.2161
C -2.5177 -1.2568 1.4492 -0.0561 0.0199 -0.1403 0.1169
N -2.0950 -0.1535 0.8407 -0.0415 -0.4591 0.1234 -0.4625
H -3.8656 3.2787 0.5593 -0.0773 -0.0069 0.0219 0.4131
H -4.2607 5.5474 0.1624 0.0274 0.0060 -0.0122 0.2145
H -3.4390 7.7260 -0.6629 0.0155 -0.0239 -0.0017 0.2264
H -1.1747 7.8880 -1.6672 -0.0117 -0.0280 0.0091 0.2275
H 0.2380 5.8700 -1.8342 -0.0393 -0.0021 0.0221 0.2288
H -4.8840 1.6907 1.0196 -0.0192 -0.0046 0.0098 0.2198
H -5.7053 -0.3728 2.0891 0.0076 0.0006 -0.0151 0.2374
H -4.1271 -2.2921 2.3948 -0.0112 0.0270 -0.0042 0.2480
H -1.7942 -2.0524 1.5334 0.0644 -0.1077 -0.0635 0.2591
N -1.6663 0.6451 -3.6943 -0.0292 0.0849 -0.0497 -0.8027
C -1.5239 -0.2680 -2.7046 0.0920 0.1356 0.1146 0.6774
O -0.4745 -0.1147 -1.9856 -0.2644 -0.5584 -0.0830 -0.7510
C -2.5242 -1.2567 -2.5721 0.0311 0.2179 -0.0242 -0.5709
C -2.3953 -2.3777 -1.7327 0.0826 -0.0609 0.3213 0.3213
N -2.3360 -3.2989 -1.0376 0.1281 0.0688 0.1175 -0.4089
C -3.6597 -1.1724 -3.4191 -0.0385 -0.0245 -0.1183 0.3058
N -4.5482 -1.0353 -4.1453 0.0932 0.0070 0.1323 -0.3806
H -0.8917 1.2667 -3.8467 0.0092 0.0263 0.0116 0.4093
H -2.3274 0.4921 -4.4376 0.0285 -0.0056 -0.0164 0.4140
C -0.2823 -6.2966 -2.9295 0.0238 -0.0112 -0.0073 -0.6276
C -0.3713 -6.8868 -1.5531 0.0139 -0.0072 0.0098 -0.0554
C -0.9997 -8.0973 -1.3142 0.0117 0.0197 -0.0199 -0.2082
C -1.0763 -8.6144 -0.0282 -0.0229 -0.0442 -0.0184 -0.0538
Cl -1.8845 -10.1373 0.2326 0.0060 0.0117 -0.0017 -0.0176
C -0.5201 -7.9455 1.0393 0.0228 0.0250 0.0471 -0.2252
C 0.1195 -6.7301 0.8168 -0.0073 -0.0256 0.0680 -0.3034
C 0.1805 -6.2018 -0.4628 0.0749 -0.0236 -0.0028 0.3750
O 0.8030 -5.0252 -0.7602 -0.1390 0.1151 -0.0230 -0.4947
C 0.9436 -4.0817 0.2773 -0.0107 -0.0520 -0.0999 -0.1640
C 0.8805 -2.6838 -0.3308 0.4608 0.2313 -0.1161 0.7793
O 1.3144 -2.4103 -1.4145 -0.3896 -0.1068 0.2027 -0.5635
O 0.3808 -1.8306 0.5778 -0.1154 -0.0804 -0.0712 -0.6917
H -0.7250 -6.9671 -3.6655 0.0059 0.0165 0.0211 0.2100
H 0.7549 -6.1010 -3.2073 -0.0214 -0.0192 0.0151 0.2289
H -0.8003 -5.3386 -2.9648 -0.0321 0.0543 0.0090 0.2385
H -1.4430 -8.6441 -2.1375 0.0136 0.0157 0.0222 0.2227
H -0.5733 -8.3657 2.0347 0.0012 0.0124 -0.0264 0.2251
H 0.5781 -6.2122 1.6498 -0.0270 -0.0539 -0.0385 0.2182
H 1.9236 -4.1925 0.7539 -0.0103 0.0727 0.0918 0.2018
H 0.1684 -4.1955 1.0325 -0.0843 0.0247 -0.0165 0.1994
```
Positions in Å, forces in eV/Å.

Properties
* HOMO level: -7.5 eV
* E_LUMO: -1.8 eV
* largest force on an atom: 1.58 eV Å⁻¹
* energy relative to the best compared isomer or geometry (same formula, charge and spin): 0.0 kJ/mol
* frontier orbital gap: 0.2118 hartree
* E: -127255.834 eV
* total charge: 0